# 1
Computed, not measured: a cluster of 3 separate species, C10H11N3O2 in total, with ωB97M-V/def2-TZVPD.

```
26
Properties=species:S:1:pos:R:3:forces:R:3
C 4.0983 3.1577 -3.1408 -0.004 -0.270 0.631
C 3.0745 2.9003 -2.1264 -2.540 0.010 2.015
N 2.2747 2.7331 -1.2794 2.306 1.136 -2.645
H 4.3757 2.2211 -3.6245 0.003 0.087 -0.049
H 4.9408 3.5200 -2.5517 0.259 0.150 -0.418
H 3.7807 3.8909 -3.8822 -0.025 -0.060 0.181
C 2.7232 -0.0953 -0.8685 -1.128 -0.224 -0.004
C 1.4870 -0.9127 -0.8060 4.469 2.079 -0.428
N 0.5410 -1.5079 -0.7412 -1.492 -3.101 -0.546
H 3.3438 -0.3272 -1.7340 -0.002 -0.444 0.204
H 3.2550 -0.1746 0.0796 0.095 -0.007 -0.202
H 2.3844 0.9280 -1.0305 0.164 -0.456 0.461
C -2.1332 0.5460 0.8602 1.452 -1.430 -1.567
C -1.4940 -0.6192 0.3268 -2.181 2.122 0.383
C -1.8806 -1.8701 0.7679 -0.161 -0.411 2.229
C -2.7774 -1.9606 1.8867 0.226 2.489 -0.810
C -3.3556 -0.7689 2.4188 0.287 -3.430 -0.209
C -3.0427 0.4220 1.8512 -0.935 1.410 1.036
N -3.1850 -3.2476 2.4479 0.340 -0.458 -1.420
O -3.8517 -3.2812 3.4452 -0.424 0.361 1.019
O -2.8751 -4.2389 1.8088 0.261 -0.027 0.018
H -1.8842 1.5043 0.4289 -0.015 0.117 0.066
H -0.8152 -0.4548 -0.4969 -0.846 -0.080 0.548
H -1.3481 -2.7651 0.4820 -0.238 -0.019 -0.450
H -4.0675 -0.8739 3.2242 0.007 0.120 0.035
H -3.5689 1.2748 2.2540 0.120 0.337 -0.080
```
Forces are in eV/Å.

Calculated values
E_LUMO = 0.018 eV
Energy above the lowest of the compared OMol25 structures with the same formula, charge and spin = 5.137 eV
Total charge = 0


# 2
Computed, not measured: a cluster of 4 separate species, C20H23BNO15PSi in total, with ωB97M-V/def2-TZVPD.

```
62
Properties=species:S:1:pos:R:3:forces:R:3
C 0.3408 0.3606 2.7412 0.159 0.005 -0.037
C 0.4585 1.6755 1.9926 0.051 0.251 0.033
O -0.7638 2.0825 1.3671 -0.295 -0.524 -0.102
B -1.9337 2.1783 2.0810 0.171 0.318 0.076
O -1.9430 2.4938 3.4146 -0.030 0.128 -0.085
Si -3.6613 1.8060 1.0647 0.204 -0.122 0.178
P -5.6243 2.1474 2.2034 0.017 0.048 -0.068
N -6.4739 0.6951 1.8440 0.195 0.035 -0.206
O -5.1757 1.8793 3.7675 -0.125 -0.290 0.228
H -0.1992 0.4642 3.6796 -0.120 -0.024 -0.012
H -0.1471 -0.3902 2.1202 -0.059 -0.007 -0.010
H 1.3418 -0.0048 2.9729 0.029 -0.006 0.038
H 0.8044 2.4718 2.6533 0.109 -0.085 0.010
H 1.1853 1.5707 1.1891 -0.009 0.069 -0.075
H -1.0980 2.8325 3.7442 -0.048 -0.188 0.012
H -3.7304 2.6290 -0.1619 -0.014 0.032 -0.009
H -3.5904 0.3756 0.6204 -0.059 0.035 0.043
H -7.1308 0.8229 1.0853 -0.180 -0.035 0.170
H -5.9027 -0.1189 1.6459 -0.028 0.010 -0.084
H -5.1047 0.9422 4.0050 0.081 0.299 -0.116
C -2.5418 -0.9092 -5.1917 0.014 -0.016 -0.077
C -3.2675 -0.0636 -4.4448 0.021 0.014 0.063
C -2.9098 0.2561 -3.0054 0.074 -0.016 0.094
O -3.6380 1.0457 -2.4312 -0.081 -0.013 -0.133
C -1.7571 -0.3782 -2.4125 0.005 0.018 0.054
C -1.0285 -1.2249 -3.1572 -0.013 -0.046 -0.058
C -1.3816 -1.5363 -4.6027 -0.013 0.091 0.068
O -0.6464 -2.3119 -5.1900 -0.082 -0.173 0.032
O 0.0392 -1.8538 -2.6982 0.009 0.034 0.088
O -4.3467 0.5697 -4.8672 -0.012 -0.020 -0.085
H -2.7869 -1.1433 -6.2178 -0.008 0.013 0.002
H -1.5159 -0.1453 -1.3844 0.022 -0.003 -0.007
H 0.4310 -2.3994 -3.4090 0.051 -0.006 -0.116
H -4.6491 1.1140 -4.1109 0.019 0.001 0.041
C 0.6558 -7.3147 -4.3961 -0.040 -0.053 0.046
C 0.6019 -5.9743 -4.3389 0.034 0.055 -0.139
C 1.8515 -5.1176 -4.2095 -0.141 -0.035 0.006
O 1.6669 -3.9154 -4.1262 0.117 0.120 0.101
C 3.1434 -5.7543 -4.1920 0.066 0.020 0.029
C 3.1952 -7.0941 -4.2581 -0.077 -0.017 0.010
C 1.9469 -7.9560 -4.3617 -0.006 0.017 -0.004
O 2.1358 -9.1581 -4.4232 0.009 -0.007 0.015
O 4.3114 -7.7970 -4.2356 0.086 0.045 -0.001
O -0.5197 -5.2806 -4.4079 0.028 -0.067 0.008
H -0.2264 -7.9321 -4.4867 -0.010 0.022 -0.012
H 4.0253 -5.1358 -4.1071 0.008 -0.016 -0.011
H 4.0380 -8.7356 -4.3010 -0.046 -0.013 -0.002
H -0.2768 -4.3318 -4.4468 -0.042 0.042 -0.052
C 3.2014 4.1613 5.8081 0.000 -0.041 0.051
C 4.2928 4.8533 6.1747 -0.006 0.048 -0.061
C 4.8525 5.9963 5.3421 -0.008 -0.011 0.003
O 5.8390 6.5487 5.7938 0.006 -0.009 -0.001
C 4.1990 6.3433 4.1031 0.026 0.045 -0.037
C 3.1102 5.6502 3.7369 -0.007 -0.043 0.062
C 2.5437 4.5207 4.5795 -0.009 -0.014 -0.008
O 1.5418 3.9759 4.1415 -0.034 0.072 0.032
O 2.4307 5.8755 2.6267 0.026 0.064 -0.057
O 4.9824 4.6239 7.2743 -0.029 -0.068 0.062
H 2.7962 3.3502 6.3960 0.012 0.010 0.016
H 4.6067 7.1495 3.5104 -0.020 -0.002 -0.010
H 1.6914 5.2359 2.6178 -0.009 -0.024 0.037
H 5.7103 5.2797 7.2786 0.005 0.032 -0.034
```
Forces are in eV/Å.

Calculated values
E_LUMO = -1.751 eV
Total charge = 0


# 3
Computed, not measured: the molecule C3H4N2O, with ωB97M-V/def2-TZVPD.

```
10
Properties=species:S:1:pos:R:3:forces:R:3
N 1.8886 0.1252 -0.3026 -0.238 -0.686 0.538
C 0.6102 -0.2463 -0.2083 -0.291 -0.460 1.190
C -0.5184 0.4002 -0.4560 0.223 -0.596 -0.702
C -1.7113 0.1701 0.2823 -0.108 -0.222 -0.126
N -1.6393 -0.8487 1.1237 0.562 0.433 -0.446
O -0.4830 -1.3693 1.2412 1.067 0.794 -0.447
H 2.6169 -0.4963 -0.6223 -0.209 -0.230 0.275
H 2.2083 0.8962 0.2752 -0.123 -0.070 -0.324
H -0.3347 0.6512 -1.5038 -0.958 1.332 0.150
H -2.6373 0.7178 0.1708 0.075 -0.296 -0.108
```
Forces are in eV/Å.

Calculated values
E_LUMO = 0.106 eV
Energy above the lowest of the compared OMol25 structures with the same formula, charge and spin = 5.066 eV
Total charge = 0


# 4
Computed, not measured: the ion C7H16BrN3 with charge +2, with ωB97M-V/def2-TZVPD.

```
27
Properties=species:S:1:pos:R:3:forces:R:3
C -0.0142 1.2551 0.3471 -0.411 -0.266 0.253
C -1.8459 -1.1736 1.1288 -0.604 -0.036 0.698
C 0.3673 -1.1096 -0.0406 0.625 -0.442 -0.067
C -2.6730 0.0614 1.1891 0.833 0.622 -0.613
C 2.2468 0.4194 -0.1435 0.758 0.217 -0.170
C 1.0238 3.3779 -0.4689 0.745 0.630 -0.483
C -1.3830 -2.6337 -0.7984 -0.147 -0.934 -0.547
N 0.7998 0.2837 0.0254 -0.739 0.071 0.162
N 0.1161 2.5376 0.2959 -0.710 -0.133 0.402
N -1.0985 -1.3212 -0.1662 -0.034 0.585 -0.269
Br -3.7539 0.5802 -0.2223 0.184 -0.262 0.311
H -1.1512 -1.1746 1.9720 0.028 -0.032 -0.186
H -2.4923 -2.0564 1.2468 0.154 0.076 -0.127
H 0.8601 -1.5482 -0.9196 -0.275 0.079 0.186
H 0.7187 -1.6558 0.8465 -0.152 0.110 -0.187
H -2.8500 0.5323 2.1434 -0.094 0.016 0.054
H 2.6020 1.3216 0.3458 -0.053 -0.016 0.034
H 2.7547 -0.4300 0.3116 -0.092 -0.018 0.059
H 2.5013 0.4536 -1.2046 -0.032 -0.009 0.040
H 1.6207 2.8007 -1.1695 -0.097 -0.021 0.053
H 1.6792 3.9219 0.2177 -0.032 -0.153 -0.067
H 0.4433 4.1159 -1.0249 -0.018 -0.160 0.032
H -2.4565 -2.7476 -0.9435 0.017 0.166 0.152
H -0.9080 -2.7094 -1.7752 0.102 0.207 0.069
H -1.0218 -3.4437 -0.1669 0.035 0.119 0.113
H -0.5746 3.0825 0.8074 -0.022 -0.298 0.032
H -1.4741 -0.5945 -0.7971 0.029 -0.118 0.068
```
Forces are in eV/Å.

Calculated values
E_LUMO (alpha / beta) = -8.151 / -9.691 eV
Energy above the lowest of the compared OMol25 structures with the same formula, charge and spin = 2.258 eV
Total charge = +2


# 5
Computed, not measured: a structure of composition C3H3FMnO2, with ωB97M-V/def2-TZVPD.

```
10
Properties=species:S:1:pos:R:3:forces:R:3
H -1.0868 1.0684 0.0733 2.355 3.305 -1.412
H -1.4009 1.1299 -1.7197 0.419 0.680 0.005
O 0.6658 1.3401 -1.6144 -0.463 -1.064 1.362
O 1.1569 -0.2331 -0.1546 -3.475 -0.273 1.844
C -0.6409 1.4863 -1.0179 -1.282 5.793 1.388
C -0.1370 -0.3270 0.3373 1.875 -0.754 -0.142
C 1.5455 0.4687 -1.2264 0.852 0.900 -1.965
H -0.7485 2.5566 -0.8223 0.263 0.135 -0.691
F -1.1219 -0.3287 -0.6112 -0.581 -8.573 -0.815
Mn -0.6731 -2.4042 0.9702 0.038 -0.151 0.425
```
Forces are in eV/Å.

Calculated values
2S+1 = 7
E_LUMO (alpha / beta) = -6.529 / -6.506 eV
⟨S²⟩ = 12.041
Total charge = +1


What are the max |F| values for these records? In order: 4.95, 0.61, 1.65, 1.21, 8.63 eV/A.